29
Properties=species:S:1:pos:R:3:mulliken_charge:R:1 method="wB97M-V/def2-TZVPD" de_lowest_kj_mol=258.99 total_charge=+1 smiles="C/C=[NH+]/[C@]1(C)CN(C)C[C@H]1N" gap_ev=7.29 e_tot_ev=-13048.6409 homo_ev=-11.603
C -3.868 0.650 -0.447 -1.216
C -2.410 0.195 -0.625 0.249
N -1.613 -0.111 0.370 0.035
C -0.251 -0.222 0.480 0.882
C 0.117 -0.981 1.805 -1.665
C 0.558 1.427 0.433 -1.223
N 1.627 1.084 -0.381 0.128
C 3.041 0.949 0.184 -0.829
C 1.198 0.269 -1.469 -0.678
C 0.389 -0.915 -0.757 -0.762
N 1.111 -2.152 -0.522 -0.598
H -4.465 -0.225 -0.722 0.326
H -4.045 1.021 0.586 0.308
H -4.200 1.387 -1.080 0.402
H -2.021 0.330 -1.629 0.362
H -2.067 -0.180 1.354 0.400
H -0.408 -1.964 1.938 0.373
H -0.363 -0.427 2.632 0.586
H 1.146 -0.955 2.218 0.319
H -0.026 2.058 -0.093 0.544
H 0.631 1.712 1.443 0.446
H 3.344 0.006 0.629 0.317
H 3.709 0.894 -0.779 0.300
H 3.282 1.829 0.817 0.305
H 2.175 -0.026 -2.114 0.360
H 0.522 0.991 -2.061 0.260
H -0.405 -1.078 -1.454 0.445
H 2.120 -1.826 -0.204 0.291
H 1.306 -2.720 -1.373 0.334

***

45
Properties=species:S:1:pos:R:3:mulliken_charge:R:1 method="wB97M-V/def2-TZVPD" multiplicity=6 total_charge=+1 s_squared=8.761 gap_ev="6.96 / 7.00" e_tot_ev=-77586.0564 homo_ev="-11.159 / -11.179"
Sm 0.195 -0.525 0.033 1.190
O -0.205 3.417 -2.342 -0.413
C -0.272 2.413 -1.503 0.371
O -0.174 1.239 -1.827 -0.512
C -0.490 2.783 -0.074 0.447
C -0.697 4.043 0.434 -0.513
C -0.911 4.158 1.810 -0.372
C -0.915 3.028 2.607 -0.656
C -0.707 1.796 2.003 0.689
N -0.493 1.698 0.698 -0.092
C -0.715 0.475 2.770 0.127
O -0.712 0.504 3.970 -0.591
O -0.704 -0.574 1.978 -0.593
H -0.052 3.086 -3.243 0.403
H -0.698 4.907 -0.216 0.533
H -1.081 5.133 2.248 0.463
H -1.081 3.071 3.675 0.552
F 5.423 -2.334 -0.794 -0.204
C 5.579 -1.025 -0.579 0.563
F 5.461 -0.399 -1.756 -0.209
F 6.839 -0.839 -0.155 -0.295
C 4.591 -0.491 0.431 -0.042
C 5.052 0.072 1.604 -0.016
C 4.155 0.569 2.543 -1.042
C 2.819 0.495 2.250 -0.064
N 2.357 -0.031 1.107 -0.181
C 3.207 -0.553 0.196 0.462
S 2.472 -1.284 -1.209 -0.485
H 6.116 0.117 1.787 0.536
H 4.492 0.998 3.475 0.420
H 2.074 0.863 2.947 0.425
F -3.825 -5.333 -3.908 -0.266
C -3.504 -5.530 -2.629 0.762
F -4.632 -5.719 -1.937 -0.236
F -2.778 -6.649 -2.545 -0.230
C -2.729 -4.362 -2.061 0.396
C -2.351 -4.391 -0.728 -0.983
C -1.642 -3.322 -0.229 -0.093
N -1.307 -2.262 -0.980 -0.328
C -1.675 -2.250 -2.265 -0.133
C -2.389 -3.278 -2.847 -0.755
H -2.600 -5.228 -0.090 0.438
H -1.335 -3.302 0.809 0.496
H -1.380 -1.386 -2.849 0.540
H -2.666 -3.232 -3.890 0.491